{"formula": "C43H56As2B2N3O2S3SbSeTi", "method": "the ωB97M-V functional and the def2-TZVPD basis", "symbols": ["Ti", "S", "Sb", "S", "S", "C", "As", "C", "C", "C", "C", "C", "C", "C", "As", "C", "C", "H", "H", "H", "H", "H", "H", "H", "H", "H", "H", "H", "H", "H", "H", "H", "H", "Se", "C", "N", "O", "B", "O", "C", "C", "C", "C", "C", "C", "H", "H", "H", "H", "C", "C", "C", "C", "C", "C", "C", "C", "C", "C", "C", "C", "N", "B", "N", "C", "C", "C", "C", "C", "C", "C", "C", "C", "C", "C", "C", "C", "C", "H", "H", "H", "H", "H", "H", "H", "H", "H", "H", "H", "H", "H", "H", "H", "H", "H", "H", "H", "H", "H", "H", "H", "H", "H", "H", "H", "H", "H", "H", "H", "H", "H", "H", "H", "H"], "xyz": [[-0.675, 0.734, 4.410], [-2.625, 1.912, 4.777], [-3.216, 0.470, 2.778], [-0.735, 0.366, 2.193], [-1.602, -1.214, 5.295], [-0.968, 2.671, 8.092], [0.532, 2.410, 6.818], [2.052, 1.627, 7.930], [0.978, 4.311, 6.675], [1.272, 5.115, 7.753], [1.591, 6.472, 7.501], [1.561, 6.941, 6.201], [1.102, 6.181, 5.135], [0.756, 4.848, 5.400], [-0.147, 3.582, 4.137], [0.717, 4.093, 2.364], [-1.808, 4.690, 4.014], [-0.917, 2.002, 8.984], [-1.901, 2.490, 7.506], [-0.963, 3.735, 8.328], [2.523, 2.388, 8.621], [2.848, 1.265, 7.249], [1.613, 0.785, 8.480], [1.320, 4.764, 8.781], [1.791, 7.139, 8.315], [1.950, 7.902, 6.084], [1.038, 6.561, 4.080], [0.268, 5.068, 2.064], [0.465, 3.310, 1.684], [1.777, 4.194, 2.542], [-2.379, 4.384, 4.913], [-2.083, 4.253, 3.053], [-1.610, 5.798, 3.967], [3.708, 0.685, 2.853], [2.263, 0.458, 3.810], [1.319, 0.508, 4.574], [-1.088, -2.709, 2.859], [-0.716, -2.260, 4.187], [0.355, -3.066, 4.685], [0.644, -3.979, 3.677], [1.489, -5.083, 3.815], [1.670, -5.786, 2.635], [0.842, -5.561, 1.523], [-0.141, -4.503, 1.486], [-0.219, -3.689, 2.556], [2.093, -5.356, 4.717], [2.419, -6.523, 2.528], [1.142, -6.004, 0.581], [-0.771, -4.347, 0.608], [-3.802, -4.233, -1.761], [-3.149, -3.757, -3.054], [-3.446, -4.702, -4.233], [-3.547, -2.278, -3.300], [-4.916, -1.996, -3.218], [-5.406, -0.718, -2.914], [-4.411, 0.292, -2.840], [-3.092, 0.087, -3.145], [-2.164, 1.282, -3.136], [-2.741, 2.587, -3.479], [-1.381, 1.444, -1.841], [-2.710, -1.188, -3.553], [-1.447, -1.352, -4.164], [-0.360, -0.390, -4.200], [0.830, -1.122, -4.678], [0.339, -2.351, -5.224], [-0.967, -2.405, -4.948], [2.187, -0.847, -4.350], [3.127, -1.800, -3.802], [4.472, -1.468, -3.838], [4.864, -0.146, -4.152], [3.943, 0.852, -4.265], [2.553, 0.539, -4.423], [1.507, 1.619, -4.630], [1.074, 1.666, -6.056], [1.805, 3.055, -4.237], [2.604, -3.075, -3.123], [2.996, -3.100, -1.644], [3.006, -4.417, -3.756], [-3.564, -5.259, -1.396], [-4.846, -4.014, -1.710], [-3.352, -3.709, -0.939], [-2.068, -3.751, -2.943], [-3.317, -4.241, -5.193], [-4.443, -5.125, -4.104], [-2.742, -5.537, -4.153], [-5.631, -2.890, -3.419], [-6.460, -0.542, -2.721], [-4.739, 1.267, -2.574], [-1.308, 1.045, -3.926], [-3.576, 2.910, -2.808], [-3.154, 2.660, -4.546], [-2.004, 3.369, -3.292], [-2.023, 1.714, -0.983], [-0.612, 2.192, -1.966], [-0.955, 0.412, -1.615], [0.855, -3.124, -5.731], [-1.576, -3.217, -5.299], [5.182, -2.195, -3.449], [5.935, -0.003, -4.324], [4.224, 1.849, -4.426], [0.607, 1.367, -3.957], [1.835, 2.152, -6.642], [0.208, 2.410, -6.161], [0.793, 0.713, -6.432], [2.659, 3.536, -4.829], [1.942, 3.089, -3.161], [0.880, 3.567, -4.423], [1.495, -3.030, -3.043], [3.992, -3.450, -1.489], [2.388, -3.714, -0.957], [2.956, -2.103, -1.180], [2.702, -4.562, -4.802], [2.420, -5.118, -3.070], [3.994, -4.774, -3.593]], "forces_ev_per_angstrom": [[-0.871, 0.448, -0.288], [-0.541, -1.127, -0.472], [0.651, 0.651, -0.019], [-0.898, 0.538, 0.720], [0.039, 0.216, 0.659], [-0.299, -0.283, -0.019], [0.172, -1.062, 1.244], [0.071, 1.156, 0.095], [-0.728, -0.623, -0.413], [0.870, 1.699, 0.140], [-0.785, -1.771, 0.040], [-0.108, -0.521, 0.118], [-0.127, -0.594, -0.688], [0.509, -0.361, -0.325], [0.787, 1.667, -1.384], [-1.089, 1.275, 1.549], [1.394, 0.225, 0.354], [-0.096, 0.642, -0.680], [0.692, -0.158, 0.493], [-0.054, -0.173, 0.524], [-0.666, -0.855, -0.578], [-0.630, 0.136, 0.218], [0.240, 0.230, -0.067], [-0.050, -0.227, -0.198], [0.333, 0.212, 0.254], [0.247, 1.594, -0.604], [0.068, -0.205, 1.270], [0.422, -0.689, -0.022], [-0.022, -0.480, -0.562], [0.307, -0.106, -0.164], [-0.066, 0.416, -1.092], [-1.168, 0.375, 0.242], [-0.049, -1.179, -0.055], [0.191, -0.247, -0.236], [-2.551, 0.849, 2.727], [3.352, -0.720, -2.676], [0.517, 0.679, 1.298], [0.457, -1.621, -0.555], [-0.516, -0.107, -1.261], [-0.661, 0.305, 0.921], [0.254, 1.116, 0.220], [-1.682, 0.136, -1.350], [0.297, 1.578, 0.154], [0.723, -1.566, -1.380], [1.358, -0.981, 2.295], [-0.814, 0.743, -0.811], [0.690, -0.774, 0.129], [-0.399, -0.365, 0.032], [0.227, -0.085, 0.214], [1.292, -0.598, 0.894], [0.277, 0.756, -1.100], [0.128, -0.530, 1.089], [-0.981, -0.612, -0.456], [-1.746, -0.908, 0.282], [1.590, -0.517, -0.630], [-1.865, -1.015, 0.336], [-0.204, 1.332, -0.346], [0.881, -0.058, -0.411], [-2.170, 1.564, -0.811], [-0.516, -2.211, 0.497], [1.718, -1.029, -0.379], [0.781, -0.185, -0.446], [1.311, 0.359, 1.289], [-0.037, -1.616, -0.286], [-0.312, 1.391, 1.174], [-1.035, -1.650, 0.161], [-0.427, 1.422, 0.439], [-1.358, 0.295, -0.828], [-0.456, 0.608, 0.365], [1.221, -1.634, 0.238], [-2.320, -1.133, -0.851], [1.259, -0.477, 0.697], [-0.019, 0.331, 0.893], [-1.662, 1.758, -0.268], [1.564, -0.285, -0.168], [-0.284, 0.266, 0.114], [-0.136, 0.781, 1.058], [-2.429, -0.882, 1.262], [-0.386, 0.130, -1.086], [-0.720, -0.204, -0.109], [0.126, 0.938, 0.449], [0.172, -0.003, 0.223], [-0.163, 0.212, -0.436], [-0.188, 0.080, -0.359], [-0.117, -0.087, -0.177], [1.085, 1.592, 0.833], [0.159, 0.118, -0.201], [-0.103, 0.710, 0.274], [-1.046, -0.086, 1.128], [0.205, -0.189, -0.351], [0.629, -0.061, 1.219], [0.225, 0.051, -0.451], [0.127, -0.020, -0.243], [0.445, 0.081, 0.058], [0.043, 1.405, -0.066], [0.783, -0.385, -0.466], [-0.301, -0.107, -0.004], [0.119, 0.133, -0.290], [-0.278, 0.410, 0.409], [0.507, 1.292, -0.066], [1.064, -0.467, -1.116], [0.717, -0.171, -0.541], [0.673, -1.231, 0.167], [-0.253, -0.679, -0.552], [-0.994, -0.389, 0.908], [0.570, 0.344, 0.205], [-0.340, 0.667, -0.270], [0.650, 0.075, -0.802], [1.050, -0.241, -0.041], [-0.211, -0.091, -0.717], [-0.045, -0.119, -0.359], [0.056, 0.127, 0.362], [0.433, 0.249, -1.281], [1.244, 0.388, -0.072]], "multiplicity": 1, "total_energy_ha": -11193.89309, "charge": -2, "e_homo_ev": 0.3730, "gap_ha": 0.1190}

=====

{"formula": "C17H14N2O4S", "method": "the ωB97M-V functional and the def2-TZVPD basis", "symbols": ["O", "C", "O", "C", "C", "C", "C", "C", "C", "S", "C", "N", "N", "C", "C", "O", "C", "C", "C", "C", "C", "C", "O", "C", "H", "H", "H", "H", "H", "H", "H", "H", "H", "H", "H", "H", "H", "H"], "xyz": [[-2.714, 1.388, 5.410], [-2.902, 2.489, 4.955], [-3.779, 3.344, 5.502], [-2.211, 3.035, 3.764], [-2.457, 4.324, 3.301], [-1.785, 4.786, 2.183], [-0.875, 3.973, 1.529], [-0.620, 2.684, 1.987], [0.348, 1.804, 1.267], [-0.516, 0.960, -0.131], [0.877, 0.525, -1.037], [2.120, 0.816, -0.789], [2.844, 0.264, -1.779], [2.029, -0.335, -2.578], [2.371, -1.120, -3.800], [2.755, -2.439, -3.494], [1.821, -3.332, -3.031], [0.449, -3.124, -3.003], [-0.387, -4.120, -2.522], [0.128, -5.321, -2.074], [1.498, -5.531, -2.109], [2.340, -4.546, -2.582], [0.739, -0.204, -2.163], [-1.296, 2.220, 3.104], [-4.198, 2.933, 6.273], [-3.167, 4.950, 3.816], [-1.971, 5.784, 1.818], [-0.356, 4.338, 0.655], [1.166, 2.361, 0.816], [0.742, 1.020, 1.911], [1.530, -1.093, -4.504], [3.256, -0.672, -4.259], [0.011, -2.199, -3.344], [-1.452, -3.944, -2.500], [-0.531, -6.088, -1.698], [1.912, -6.466, -1.762], [3.409, -4.688, -2.615], [-1.127, 1.223, 3.483]], "forces_ev_per_angstrom": [[0.034, 0.037, -0.077], [-0.031, -0.491, 0.360], [-0.264, 0.464, 0.031], [0.078, 0.197, -0.228], [-0.011, -0.195, 0.119], [0.046, 0.062, -0.095], [-0.041, -0.035, 0.089], [-0.176, 0.022, 0.018], [0.061, -0.337, -0.412], [-0.428, 0.231, 0.315], [0.677, 0.105, 0.083], [-1.083, 0.421, 0.934], [0.695, -0.698, -1.314], [0.467, 0.195, 0.104], [-0.226, 0.136, -0.014], [0.018, -0.363, 0.023], [0.019, -0.203, 0.046], [0.134, 0.279, -0.167], [-0.009, -0.131, 0.042], [-0.161, -0.050, 0.034], [0.040, 0.040, -0.016], [0.049, 0.205, -0.078], [-0.128, 0.108, 0.114], [-0.097, 0.106, 0.072], [0.221, -0.154, -0.171], [-0.044, 0.056, 0.028], [-0.012, 0.083, -0.024], [0.060, 0.036, -0.102], [0.008, -0.020, 0.132], [0.093, 0.105, -0.005], [0.155, 0.003, 0.015], [-0.232, -0.007, 0.069], [0.009, 0.043, -0.021], [-0.080, 0.012, -0.001], [-0.055, -0.063, 0.031], [0.047, -0.073, 0.025], [0.132, -0.024, 0.005], [0.034, -0.105, 0.037]], "multiplicity": 1, "total_energy_ha": -1464.87064, "e_homo_ev": -8.7374, "gap_ha": 0.3276}

=====

{"formula": "C4H9NO2", "method": "the ωB97M-V functional and the def2-TZVPD basis", "symbols": ["C", "C", "N", "C", "O", "O", "C", "H", "H", "H", "H", "H", "H", "H", "H", "H"], "xyz": [[-2.472, 0.898, 1.023], [-1.422, 0.009, 0.524], [-0.496, 0.331, -0.269], [0.517, -1.007, -0.422], [0.932, -1.330, 0.699], [1.422, -0.506, -1.382], [2.690, -0.139, -0.827], [-2.688, 1.719, 0.338], [-3.373, 0.370, 1.331], [-1.985, 1.303, 1.917], [-1.267, -0.979, 0.984], [-0.444, -1.630, -0.872], [-0.512, 1.065, -0.964], [3.301, 0.241, -1.654], [2.605, 0.649, -0.064], [3.191, -0.994, -0.364]], "forces_ev_per_angstrom": [[-0.213, 0.230, 0.148], [0.213, 0.607, 0.257], [-0.873, -0.296, -0.095], [-0.662, -1.321, -0.492], [-0.049, -0.239, -0.111], [-0.134, -0.420, -0.139], [0.075, 0.017, 0.024], [-0.064, -0.050, 0.094], [0.027, 0.068, -0.067], [-0.376, 0.202, 0.137], [-0.082, 0.325, 0.056], [2.786, 0.588, -0.052], [-0.085, 0.520, 0.395], [-0.276, -0.151, 0.092], [-0.132, -0.176, -0.162], [-0.156, 0.096, -0.085]], "multiplicity": 1, "total_energy_ha": -362.95611, "e_homo_ev": -8.4906, "gap_ha": 0.3257}

=====

{"formula": "C19H48BN6O13S", "method": "the ωB97M-V functional and the def2-TZVPD basis", "symbols": ["N", "B", "O", "C", "O", "C", "N", "C", "N", "N", "C", "C", "C", "C", "S", "C", "N", "N", "C", "O", "H", "H", "H", "H", "H", "H", "H", "H", "H", "H", "H", "H", "H", "H", "H", "H", "H", "H", "C", "C", "O", "O", "H", "H", "H", "H", "H", "H", "C", "C", "O", "O", "H", "H", "H", "H", "H", "H", "C", "C", "O", "O", "H", "H", "H", "H", "H", "H", "C", "C", "O", "O", "H", "H", "H", "H", "H", "H", "C", "C", "O", "O", "H", "H", "H", "H", "H", "H"], "xyz": [[-0.930, -3.594, 1.287], [-0.797, -3.163, -0.182], [-1.756, -3.584, -1.256], [0.512, -2.226, -0.565], [0.506, -2.052, -2.024], [1.596, -1.186, -2.496], [2.633, -0.827, -1.456], [2.028, -0.410, -0.134], [2.781, 0.399, 0.703], [0.631, -0.950, 0.238], [-0.450, 0.057, -0.084], [-1.675, 0.140, 1.002], [-2.987, 0.739, 0.160], [-3.926, -0.480, -0.455], [-5.343, -0.942, 0.718], [-6.797, -1.369, -0.383], [-8.286, -1.382, -0.067], [-8.855, -1.734, -1.281], [-7.770, -1.955, -2.349], [-6.429, -1.740, -1.773], [-0.029, -4.084, 1.520], [-0.901, -2.713, 1.859], [-2.005, -4.554, -1.143], [1.467, -2.884, -0.286], [1.116, -0.215, -2.995], [2.135, -1.764, -3.374], [3.100, 0.049, -1.834], [2.356, 1.184, 1.276], [3.807, 0.128, 0.793], [0.078, 1.128, -0.070], [-0.920, -0.045, -1.156], [-1.486, 0.913, 1.889], [-2.022, -0.893, 1.433], [-3.603, 1.425, 0.893], [-2.514, 1.377, -0.718], [-4.314, -0.220, -1.537], [-3.254, -1.461, -0.526], [-7.942, -2.243, -3.485], [1.277, 4.004, -1.480], [2.396, 4.721, -0.733], [3.490, 3.820, -0.549], [0.871, 2.848, -0.749], [0.410, 4.656, -1.613], [1.623, 3.664, -2.461], [2.059, 5.027, 0.261], [2.744, 5.601, -1.280], [3.889, 3.667, -1.422], [1.689, 2.471, -0.370], [1.194, 8.160, -3.558], [0.927, 6.914, -4.396], [-0.086, 6.131, -3.762], [1.590, 7.781, -2.242], [1.987, 8.770, -4.000], [0.287, 8.765, -3.465], [1.825, 6.293, -4.457], [0.600, 7.172, -5.407], [-0.923, 6.619, -3.844], [1.048, 6.999, -2.014], [-3.333, -5.035, 5.182], [-4.016, -3.795, 4.617], [-3.094, -3.090, 3.783], [-2.169, -4.654, 5.914], [-4.002, -5.584, 5.850], [-3.008, -5.699, 4.375], [-4.307, -3.115, 5.423], [-4.901, -4.055, 4.031], [-2.952, -3.629, 2.986], [-1.770, -3.913, 5.416], [1.504, -6.125, -2.299], [2.957, -6.028, -1.848], [3.623, -5.029, -2.622], [1.448, -6.435, -3.689], [0.970, -6.903, -1.745], [0.990, -5.169, -2.157], [3.477, -6.974, -2.025], [3.033, -5.770, -0.788], [3.264, -4.166, -2.352], [2.182, -5.939, -4.103], [3.304, 2.544, 4.209], [4.757, 2.641, 4.660], [5.423, 3.640, 3.885], [3.248, 2.234, 2.818], [2.770, 1.766, 4.763], [2.790, 3.500, 4.351], [5.277, 1.695, 4.483], [4.833, 2.899, 5.719], [5.064, 4.503, 4.156], [3.982, 2.731, 2.405]], "forces_ev_per_angstrom": [[1.132, 0.791, -1.451], [-2.069, -1.108, -0.647], [3.020, -0.514, 2.987], [0.608, -0.981, -0.629], [1.896, 1.616, 1.246], [-0.978, -0.643, -2.198], [-2.257, 2.438, 3.004], [-0.263, -0.069, -1.123], [-0.951, -1.866, -1.765], [2.995, 0.601, -2.673], [-0.816, 2.520, 0.545], [-1.244, 0.497, -0.394], [0.437, -0.222, 0.346], [1.270, -0.236, -0.958], [-1.123, -0.065, -1.665], [-1.969, -0.259, -0.958], [6.403, -0.564, -4.233], [5.284, -0.727, -3.447], [-2.111, 0.982, 4.192], [-5.702, 0.566, 2.623], [-1.142, 0.508, 0.020], [0.057, -1.066, -0.477], [0.064, 1.912, 0.146], [-1.886, 1.283, -0.401], [0.979, -1.894, 1.371], [-0.905, 1.155, 1.910], [-0.194, -1.582, 0.880], [0.813, -1.680, 0.115], [-1.801, 1.215, -0.409], [-1.489, -2.367, -0.140], [1.183, -0.265, 1.981], [0.005, -1.955, -1.926], [0.946, 1.883, -0.677], [1.143, -1.330, -1.702], [-1.375, -1.148, 1.748], [0.616, -0.539, 2.374], [-1.444, 2.111, -0.080], [0.630, 0.734, 2.909], [0.188, 0.195, 0.240], [-0.092, 0.005, -0.391], [0.161, -0.445, -0.179], [0.393, -0.322, 0.391], [0.076, -0.201, -0.023], [0.029, 0.296, -0.158], [0.079, -0.103, -0.120], [-0.198, 0.068, 0.030], [-0.065, 0.173, 0.452], [-0.301, 0.515, -0.331], [0.044, -0.336, 0.205], [-0.218, 0.407, 0.014], [-0.286, 0.036, 0.092], [-0.029, -0.575, -0.019], [-0.070, -0.082, 0.127], [-0.063, 0.076, -0.318], [-0.138, 0.056, 0.051], [0.189, 0.091, -0.034], [0.356, -0.291, 0.048], [0.191, 0.626, -0.160], [0.283, 0.409, 0.136], [0.026, -0.340, -0.104], [0.189, -0.019, -0.353], [-0.005, 0.434, -0.191], [0.131, 0.078, -0.032], [-0.294, -0.095, -0.184], [0.104, -0.089, -0.130], [-0.095, -0.080, 0.149], [0.021, 0.218, 0.272], [-0.262, -0.498, 0.299], [0.343, -0.230, -0.597], [-0.315, 0.192, 0.023], [-0.068, 0.375, 0.062], [0.422, 0.179, 0.203], [0.047, 0.031, -0.118], [-0.045, 0.212, 0.331], [-0.075, 0.198, -0.026], [-0.074, -0.175, 0.129], [0.211, -0.432, -0.181], [-0.472, -0.302, 0.202], [0.152, -0.001, 0.135], [-0.185, 0.354, -0.010], [-0.258, 0.127, -0.029], [0.406, -0.097, -0.583], [0.044, 0.070, -0.139], [0.031, -0.002, 0.266], [-0.046, 0.163, -0.009], [-0.154, -0.214, 0.042], [0.287, -0.340, -0.147], [-0.358, -0.050, 0.223]], "multiplicity": 1, "total_energy_ha": -2481.86080, "charge": 1, "e_homo_ev": -10.1442, "gap_ha": 0.2028}